Molecular formula: C6H10O
Method: DFT, ωB97M-V/def2-TZVPD

For the total energy, the calculation gives -8431.0028 eV. The orbital gap is 10.46 eV. For the LUMO energy, the calculation gives 1.052 eV. The SMILES is O[C@@H]1C=CCCC1. Its relative energy (zero: lowest compared OMol25 entry of this formula, charge and spin) is 22.92 kJ/mol. For the molecular weight, the calculation gives 98.1 g mol⁻¹. The value obtained for the HOMO energy is -0.3459 hartree.

```
17
C6H10O | OMol25 | ωB97M-V/def2-TZVPD
O -2.5382 0.1748 -0.5125
C 1.2495 0.4649 -0.6672
C -0.1991 0.4377 -1.1959
C 0.4539 -0.3172 1.5471
C -0.8176 -0.1392 1.1929
C 1.4855 -0.5392 0.4720
C -1.2135 -0.2581 -0.2582
H -0.2505 -0.0481 -2.1756
H 2.5029 -0.4337 0.8631
H 1.4043 -1.5663 0.0848
H -1.6123 0.0270 1.9179
H 0.7631 -0.2950 2.5900
H -0.5473 1.4668 -1.3505
H 1.4723 1.4631 -0.2740
H -1.2364 -1.3267 -0.5096
H 1.9563 0.2845 -1.4842
H -2.5652 1.1290 -0.3709
```

Molecular formula: C4H14NO2S
Method: DFT, ωB97M-V/def2-TZVPD

Its net charge is -1. For the total energy, the calculation gives -20795.9077 eV. The orbital gap is 6.19 eV. For the LUMO energy, the calculation gives 3.438 eV. Its relative energy (zero: lowest compared OMol25 entry of this formula, charge and spin) is 99.17 kJ/mol. For the molecular weight, the calculation gives 140.2 g mol⁻¹. The value obtained for the HOMO energy is -0.1010 hartree.

```
22
C4H14NO2S | OMol25 | ωB97M-V/def2-TZVPD
S -2.6639 -1.0436 -1.9191
O 1.7937 -1.0658 2.9114
O -1.3802 -1.7990 1.7345
N 0.6135 0.1612 0.1698
C -0.8814 -0.8119 -1.5424
C 1.7810 0.9436 -0.1383
C -0.6498 0.3633 -0.5959
C -0.7286 1.7905 -1.0805
H -2.2664 -1.9209 1.3664
H 2.2112 0.7382 -1.1240
H 2.5623 0.7208 0.6024
H 1.4613 -0.4312 2.2674
H -1.0503 -1.0867 1.1677
H -0.0307 1.9963 -1.8852
H -0.4968 -1.7051 -1.0468
H -1.4359 0.2159 0.1114
H 1.6576 -1.9690 2.6047
H 0.7019 -0.7940 0.4672
H -1.7495 1.9115 -1.4572
H -0.6572 2.4516 -0.2165
H 1.5891 1.9871 0.1062
H -0.3810 -0.6526 -2.5033
```

Molecular formula: C4H8O
Method: DFT, ωB97M-V/def2-TZVPD

For the total energy, the calculation gives -6324.8515 eV. The orbital gap is 12.71 eV. For the LUMO energy, the calculation gives 1.208 eV. Its relative energy (zero: lowest compared OMol25 entry of this formula, charge and spin) is 30.53 kJ/mol. For the molecular weight, the calculation gives 72.1 g mol⁻¹. The value obtained for the HOMO energy is -0.4226 hartree.

```
13
C4H8O | OMol25 | ωB97M-V/def2-TZVPD
O -0.9846 -1.9629 1.7648
C -1.1671 -2.3503 0.7088
C 1.3701 0.0851 0.2236
C 0.1882 0.0413 -0.7557
C -0.9499 0.9638 -0.2959
H -0.6225 2.0108 -0.1990
H 2.2039 -0.5345 -0.1209
H -1.3345 0.6661 0.6882
H 0.5405 0.3784 -1.7387
H 1.7540 1.1087 0.3516
H 1.0739 -0.2661 1.2199
H -0.1629 -0.9820 -0.9183
H -1.7874 0.9553 -1.0011
```

Molecular formula: C36H47NO31S
Method: DFT, ωB97M-V/def2-TZVPD

For the total energy, the calculation gives -113890.1636 eV. The orbital gap is 9.23 eV. For the LUMO energy, the calculation gives 0.221 eV. The SMILES is CC[C@]1(c2cccnc2)COS(=O)(=O)O1.O=C1OCCO1.O=C1OCCO1.O=C1OCCO1.O=C1OCCO1.O=C1OCCO1.O=C1OCCO1.O=C1OCCO1.O=C1OCCO1.O=C1OCCO1. For the molecular weight, the calculation gives 1021.8 g mol⁻¹. The value obtained for the HOMO energy is -0.3310 hartree.

```
116
C36H47NO31S | OMol25 | ωB97M-V/def2-TZVPD
S 3.9943 -0.0546 -2.1237
O -7.8450 -7.5261 -0.7374
O 9.8244 0.6035 1.1033
O 5.2285 3.3195 5.5807
O -2.1089 8.3645 -2.7641
O 3.6848 -1.4143 -1.7144
O 7.7825 1.3683 1.6916
O 0.4186 5.7227 -1.4130
O -3.5487 7.0142 -1.6719
O 1.4115 7.5433 -0.5642
O 8.3998 -0.7205 2.2513
O 5.6800 6.2688 -1.0664
O -5.5663 -4.7080 -0.1260
O 2.8789 -5.1005 1.4718
O 2.7589 1.0013 -2.3563
O 4.5558 0.6241 -0.7303
O 6.9746 4.2547 4.5294
O 4.8707 -0.1203 -3.2710
O 1.1126 5.7274 0.7407
O -8.0760 -5.4574 -1.6345
O 5.7075 4.0149 -0.9187
O -10.8758 -9.5465 -2.0078
O 1.0765 -3.9344 2.1606
O -11.9156 -11.3111 -2.9572
O -10.7838 -11.5597 -1.0197
O 3.1555 -3.1067 2.4599
O 7.6334 5.1419 -1.1692
O -4.7543 -2.6700 -0.6520
O -3.5542 -4.5286 -1.1093
O 7.1650 2.1712 5.3797
O -4.1491 9.1175 -2.1603
O -9.7875 -6.3916 -0.5253
N -0.7054 -1.1471 -1.9197
C 7.9883 3.7884 -0.8789
C 3.4714 1.4142 -0.1359
C 6.5173 3.1557 5.1822
C 4.8888 4.6886 5.3679
C 1.1398 -0.7291 0.3513
C 4.2520 -4.7536 1.3088
C 6.6192 0.7148 2.1909
C -3.6886 -5.8885 -0.6972
C 4.4518 -3.6891 2.3509
C 0.2886 2.9126 -0.1003
C 7.1820 -0.4519 2.9420
C -8.5080 -6.5491 -0.9464
C 0.9910 6.2765 -0.3140
C -5.1694 -6.0280 -0.4869
C -11.2561 -10.8500 -2.0802
C 0.2289 -0.1657 -1.8991
C 2.2577 -4.0384 2.0429
C -3.1696 8.1833 -2.2472
C -10.3036 -9.3409 -0.7161
C 0.2603 6.7649 -2.3817
C 1.4401 2.6956 -1.1470
C -0.6922 -1.9426 -0.8168
C -9.8625 -10.7221 -0.3237
C -4.6366 -3.8541 -0.6308
C -10.1501 -5.0334 -0.7598
C 5.8560 5.1086 4.2968
C 0.1635 -1.8245 0.3542
C 6.2833 5.2422 -1.0529
C -4.7674 7.2597 -0.9741
C 2.1796 1.3159 -1.0296
C 1.1791 0.1325 -0.8333
C -9.2131 -4.6252 -1.8587
C -5.3230 8.4593 -1.6897
C 1.3057 7.7604 -1.9704
C 8.7728 0.4320 1.6307
C 6.7197 3.0435 -1.1778
H -9.9940 -4.4627 0.1586
H 3.3507 1.1320 0.9341
H -9.4741 -8.6336 -0.7647
H 1.0128 2.8702 -2.1667
H 3.8582 2.4543 -0.3298
H 5.1888 -2.9447 2.0519
H -5.4280 6.3957 -1.0293
H 4.7369 -4.1009 3.3224
H 6.6528 2.7351 -2.2244
H 5.9960 0.4079 1.3459
H -9.9201 -10.8901 0.7510
H -8.8495 -10.9508 -0.6649
H -9.6149 -4.8375 -2.8524
H -5.8969 9.1104 -1.0318
H 2.1892 3.5206 -0.9823
H -0.2624 3.8320 -0.4283
H 6.0438 1.3808 2.8337
H 4.8935 -5.6195 1.4669
H 1.8340 -0.5597 1.2114
H 0.2757 0.4961 -2.8031
H 3.8500 4.7877 5.0560
H 8.2797 3.7155 0.1715
H 6.1424 6.1560 4.3786
H -0.4703 2.0838 -0.0828
H 5.4730 4.9236 3.2899
H -3.1172 -6.0376 0.2227
H 7.4110 -0.2068 3.9817
H 0.6597 3.1256 0.9396
H 6.5230 -1.3194 2.9190
H -5.9429 8.1864 -2.5472
H 0.0756 -2.5552 1.1895
H 0.4188 6.3855 -3.3912
H 1.0116 8.7870 -2.1854
H 4.4042 -4.3799 0.2933
H -0.7553 7.1683 -2.3090
H -5.6970 -6.3194 -1.3958
H -1.4514 -2.7881 -0.7961
H -4.5390 7.4650 0.0744
H -11.0724 -8.9414 -0.0490
H 5.0327 5.2372 6.3019
H -11.1965 -4.9551 -1.0512
H 6.5904 2.1696 -0.5427
H -3.3095 -6.5655 -1.4616
H -5.4125 -6.7358 0.3039
H 8.8214 3.4614 -1.4991
H 2.2780 7.5657 -2.4309
H -8.9396 -3.5724 -1.8052
```

Molecular formula: CHF3O2S
Method: DFT, ωB97M-V/def2-TZVPD

For the total energy, the calculation gives -24131.6096 eV. The orbital gap (spin up / spin down) is 9.70 / 9.13 eV. For the LUMO energy (spin up / spin down), the calculation gives 0.804 / -3.845 eV. Its relative energy (zero: lowest compared OMol25 entry of this formula, charge and spin) is 0.00 kJ/mol. For the molecular weight, the calculation gives 134.1 g mol⁻¹. As for the multiplicity: 3. The value obtained for the HOMO energy (spin up / spin down) is -0.3268 / -0.4769 hartree.

```
8
CHF3O2S | OMol25 | ωB97M-V/def2-TZVPD
S 1.3191 -0.5320 0.0666
F -1.5737 1.0214 1.1926
F 1.9211 0.5989 -1.0449
F -1.4968 1.1782 -0.9829
O 1.4128 -1.8167 -0.5659
O 1.9795 -0.2819 1.3096
C -1.4964 0.3737 0.0543
H -2.0657 -0.5417 -0.0293
```

Molecular formula: C4H7N3
Method: DFT, ωB97M-V/def2-TZVPD

For the total energy, the calculation gives -8731.5576 eV. The orbital gap is 8.72 eV. For the LUMO energy, the calculation gives 0.812 eV. The SMILES is [H]/N=C1\C=C(N)NC1. Its relative energy (zero: lowest compared OMol25 entry of this formula, charge and spin) is 11.75 kJ/mol. For the molecular weight, the calculation gives 97.1 g mol⁻¹. The value obtained for the HOMO energy is -0.2907 hartree.

```
14
C4H7N3 | OMol25 | ωB97M-V/def2-TZVPD
N -1.7898 1.6409 -1.0469
N -0.1724 -1.1914 0.4268
N 2.0886 -0.6362 0.8046
C 0.8439 -0.2455 0.3678
C -0.9420 0.8191 -0.5605
C -1.3320 -0.6297 -0.2764
C 0.4458 0.9463 -0.1480
H 1.0371 1.8528 -0.1861
H 2.0799 -1.2691 1.5934
H -2.2351 -0.6780 0.3382
H 2.7510 0.1181 0.9176
H -1.5246 -1.1623 -1.2149
H -1.3560 2.5584 -1.1612
H 0.1055 -2.1234 0.1457
```

Molecular formula: C33H26Cl5N5OPbS
Method: DFT, ωB97M-V/def2-TZVPD

Its net charge is +2. For the total energy, the calculation gives -122819.2649 eV. The orbital gap (spin up / spin down) is 4.19 / 4.17 eV. For the LUMO energy (spin up / spin down), the calculation gives -8.619 / -8.624 eV. Its relative energy (zero: lowest compared OMol25 entry of this formula, charge and spin) is 180.57 kJ/mol. For the molecular weight, the calculation gives 925.1 g mol⁻¹. The value obtained for the HOMO energy (spin up / spin down) is -0.4705 / -0.4703 hartree.

```
72
C33H26Cl5N5OPbS | OMol25 | ωB97M-V/def2-TZVPD
Pb -0.4177 0.2299 -0.4454
Cl -3.5311 -5.5898 -2.4786
Cl -3.1129 -4.7541 0.4995
Cl -2.3355 -3.8475 -4.7618
Cl -1.4034 -2.2019 1.1406
Cl -0.6714 -1.3079 -4.0637
S -2.3195 1.3465 -3.2195
O -1.3433 1.6870 -2.1019
N 1.6717 0.2994 1.0926
N -0.0474 2.4592 2.1925
N 1.4790 0.4792 -1.8141
N 2.6923 -0.0279 -1.5661
N -0.0764 2.5101 0.8416
C -1.6961 -2.6701 -0.4979
C -4.1715 1.5190 -1.1917
C -3.7737 0.7980 -2.3048
C 2.2532 1.9643 6.4728
C -5.2364 1.0639 -0.4358
C 3.1188 0.8344 4.4058
C -0.9522 3.3445 2.7072
C -1.1516 -1.8728 -1.4901
C -2.4424 -3.8149 -0.7670
C -5.4550 -0.8422 -1.8856
C -4.4099 -0.3767 -2.6655
C 0.9533 1.8054 2.8953
C 2.9129 -0.9681 -0.5568
C -2.9053 3.0017 -3.7171
C 1.8260 0.8064 2.3162
C 2.8838 1.1392 -3.4191
C 2.3448 -0.8319 0.7439
C 2.5625 -1.9000 1.6503
C 3.5704 0.3569 -2.5251
C 1.5770 1.1812 -2.9283
C -2.6323 -4.1831 -2.1040
C -1.5559 3.9773 1.6572
C -5.8651 -0.1265 -0.7714
C -2.0800 -3.4077 -3.1283
C 3.7742 -2.0183 -0.8207
C 1.1271 2.1445 4.2330
C 2.1506 1.6390 5.0315
C -0.9591 3.4237 0.5110
C 2.9601 0.4393 3.1135
C -1.3459 -2.2584 -2.8044
C 3.3864 -2.9536 1.3466
C 4.0569 -3.0131 0.1186
C 5.0005 -4.1106 -0.2081
H -2.0354 3.5625 -4.0504
H 3.7461 -0.1283 2.6399
H -3.3941 3.5177 -2.8969
H -1.1376 3.6451 -0.5211
H 4.6092 0.0947 -2.4914
H 3.0462 1.3878 6.9426
H -2.2931 4.7479 1.7028
H -5.5764 1.6454 0.4075
H -3.6464 2.4254 -0.9207
H -5.9408 -1.7633 -2.1629
H 5.9785 -3.7097 -0.4794
H 1.3089 1.7578 6.9790
H -3.6033 2.8646 -4.5357
H 3.9921 0.5262 4.9574
H -1.1478 3.4655 3.7506
H 4.6431 -4.6689 -1.0744
H 2.0287 -1.8895 2.5905
H 2.4654 3.0249 6.6249
H 0.4572 2.8578 4.6845
H -6.6808 -0.4963 -0.1678
H 4.2412 -2.0694 -1.7924
H 3.5297 -3.7428 2.0676
H -4.1007 -0.9227 -3.5409
H 0.7240 1.6834 -3.3278
H 5.1218 -4.7957 0.6261
H 3.2507 1.6038 -4.3086
```

Molecular formula: C9H8ClN5O2S
Method: DFT, ωB97M-V/def2-TZVPD

For the total energy, the calculation gives -44363.5891 eV. The orbital gap is 5.78 eV. For the LUMO energy, the calculation gives -2.764 eV. Its relative energy (zero: lowest compared OMol25 entry of this formula, charge and spin) is 0.00 kJ/mol. For the molecular weight, the calculation gives 285.7 g mol⁻¹. The value obtained for the HOMO energy is -0.3139 hartree.

```
26
C9H8ClN5O2S | OMol25 | ωB97M-V/def2-TZVPD
Cl -0.9915 2.8342 2.1847
S 3.1702 -1.2212 -0.6552
O 4.0904 -1.0351 -1.8176
O 2.9896 -2.6445 -0.2994
N -2.5639 0.5443 -1.5125
N 1.6142 -0.4888 -0.8908
N 3.6182 -0.3325 0.7148
N -1.4179 -0.9800 -0.4070
N -0.7138 1.2960 -0.3249
C 1.5005 1.8522 2.5529
C -1.5084 0.3454 -0.6655
C -3.3877 -0.6547 -1.6186
C 2.5812 0.3225 1.0552
C 2.6196 1.0987 2.2002
C -2.4448 -1.7440 -1.1477
C 0.3495 1.8409 1.7155
C 1.4663 0.2895 0.1907
C 0.3529 1.0957 0.4978
H -2.0275 -2.2810 -2.0277
H -4.2571 -0.5922 -0.9545
H -3.7182 -0.8170 -2.6598
H -0.4627 -1.2912 -0.4134
H -2.9444 1.4729 -1.4959
H 1.5141 2.4898 3.4524
H 3.5422 1.0284 2.7767
H -2.9711 -2.4283 -0.4505
```